No. 1
DFT (ωB97M-V with the def2-TZVPD basis set) results for a molecular structure, C3H7NO2S in a non-equilibrium geometry.

Last column: Löwdin charge in e.
Cartesian coordinates (Å):
C (2.887356, -0.504697, 0.300791)  -0.034
C (-0.288630, 1.114401, 0.020504)  -0.590
C (-1.174326, 0.209221, 0.963717)  -0.423
H (3.462876, -1.436743, 0.423441)  0.021
H (3.159743, -0.033302, 1.458493)  0.139
H (3.572885, 0.102321, -0.756986)  0.175
H (1.460958, 0.972161, -1.095305)  0.140
H (-1.938118, 0.988443, 1.353862)  0.104
H (-0.528110, -0.193546, 1.789989)  0.080
H (-0.489471, -1.772934, -0.069116)  -0.034
N (0.845098, 0.456343, -0.439519)  -0.026
O (1.353046, -0.903420, -0.227066)  -0.226
O (-0.522601, 2.274272, -0.241787)  0.053
S (-1.862900, -1.106323, -0.249187)  0.622

Force components x, y, z for each atom (eV/Å):
1.640 0.351 -1.029
0.072 -1.924 1.628
-0.144 2.014 -1.008
-0.845 -0.121 -0.613
-1.942 -0.531 -3.600
-2.641 -1.602 3.625
-0.801 -0.579 0.604
0.897 -1.867 -0.558
-0.926 0.069 -0.862
-3.060 1.015 -0.741
0.984 0.432 -1.273
3.125 3.919 1.966
0.312 -0.662 -0.246
3.329 -0.514 2.108

Values from the calculation:
Energy relative to the best compared isomer or geometry (same formula, charge and spin)   605.7 kJ/mol
Orbital gap   9.24 eV
LUMO   0.261 eV
E   -721.731939 Ha
E_HOMO   -8.9769 eV

***

No. 2
DFT (ωB97M-V with the def2-TZVPD basis set) results for a single C6H13FOSi molecule in a non-equilibrium geometry.

Last column: Löwdin charge in e.
Cartesian coordinates (Å):
C (1.231599, -1.330323, 0.632903)  -0.221
C (-0.206230, -1.188823, 1.274453)  -0.153
C (1.873941, 0.054206, 0.146175)  -0.210
C (-1.144133, -0.719779, 0.190087)  -0.445
C (-2.580771, -0.844357, 0.646828)  -0.055
C (0.787195, 2.806862, -1.550389)  -0.141
O (-0.806329, 0.617130, -0.308360)  -0.180
F (0.909209, 0.042786, -2.298627)  -0.102
Si (0.696570, 0.943530, -1.022044)  0.407
H (1.939331, -1.798110, 1.346768)  0.095
H (1.242243, -2.137666, -0.145002)  0.114
H (-0.573156, -2.233767, 1.387275)  0.124
H (-0.308312, -0.576049, 2.164059)  0.124
H (1.771526, 0.721290, 1.004066)  0.056
H (2.991135, -0.138761, -0.109073)  0.106
H (-0.976173, -1.199602, -0.705560)  0.105
H (-2.920154, 0.145902, 1.090688)  0.098
H (-2.695779, -1.567410, 1.471291)  0.070
H (-3.417379, -1.120524, -0.121795)  0.109
H (0.617605, 2.844315, -2.656938)  0.034
H (-0.134705, 3.254640, -1.144847)  0.019
H (1.702767, 3.424508, -1.291958)  0.046

Force components x, y, z for each atom (eV/Å):
0.584 0.136 0.556
0.960 -1.481 -2.237
0.483 -0.836 0.348
-0.196 1.764 0.419
-2.590 1.163 -0.030
-0.166 -0.532 -0.159
0.621 1.158 0.066
-0.367 -0.441 -1.586
-0.314 0.035 1.341
-0.376 0.558 0.095
-0.493 1.037 0.117
0.395 0.594 0.800
0.262 -0.085 0.200
0.697 -0.054 0.520
-2.007 0.720 0.262
0.156 -2.414 -1.554
0.453 -1.029 -0.523
0.248 0.142 -0.390
1.899 0.534 0.987
0.422 -0.145 0.784
0.488 0.126 0.158
-1.159 -0.950 -0.174

Values from the calculation:
Energy relative to the best compared isomer or geometry (same formula, charge and spin)   0.0 kJ/mol
Orbital gap   10.73 eV
Structure (SMILES)   C[C@@H]1CCC[Si@@](C)(F)O1
LUMO   0.953 eV
E   -701.104335 Ha
E_HOMO   -9.7754 eV

***

No. 3
DFT (ωB97M-V with the def2-TZVPD basis set) results for 2 unconnected molecules or ions with the total composition C4H6N2O in a non-equilibrium geometry.

Last column: Löwdin charge in e.
Cartesian coordinates (Å):
N (-1.566171, -1.298170, 0.000601)  0.075
C (-0.660073, -0.200619, -0.176579)  -0.346
C (-0.059315, 0.610844, 0.926907)  -0.483
O (-0.687530, 0.965614, 1.916802)  -0.003
C (1.264989, 0.984408, 0.409241)  -0.014
C (1.510488, 0.257658, -0.707760)  -0.096
N (0.433769, -0.528207, -1.043743)  0.045
H (-2.439176, -0.914338, 0.328763)  0.071
H (-1.231747, -1.899392, 0.758705)  0.094
H (-1.279491, 1.124033, -0.102516)  0.283
H (1.905726, 1.703099, 0.886709)  0.102
H (2.415360, 0.230088, -1.314734)  0.126
H (0.386725, -1.046007, -1.914242)  0.146

Force components x, y, z for each atom (eV/Å):
-0.120 0.629 0.287
-0.583 1.201 0.233
0.248 0.295 0.491
0.713 -0.323 0.512
0.097 0.141 0.231
-0.215 0.059 0.237
-0.331 0.843 -0.097
-0.303 -0.098 0.029
0.048 0.175 -0.281
0.916 -3.176 -2.263
0.228 -0.088 0.022
-0.324 0.066 0.174
-0.373 0.277 0.426

Values from the calculation:
Energy relative to the best compared isomer or geometry (same formula, charge and spin)   287.9 kJ/mol
Orbital gap   8.97 eV
LUMO   0.447 eV
E   -340.685272 Ha
E_HOMO   -8.5201 eV